# C63H143F18N20O39S18

19 unconnected molecules or ions with the total composition C63H143F18N20O39S18 in a non-equilibrium geometry (ωB97M-V with the def2-TZVPD basis set, the OMol25 dataset).

Positions of all 301 atoms, in Å:
1 C 5.092 10.832 19.619
2 C 5.752 12.176 19.974
3 N 4.869 13.011 20.696
4 C 3.784 13.748 20.176
5 C 3.200 14.441 21.213
6 N 3.755 14.027 22.408
7 C 4.851 13.242 22.075
8 C 3.392 14.481 23.715
9 H 5.530 10.178 18.865
10 H 4.073 10.906 19.240
11 H 5.109 10.320 20.582
12 H 5.953 12.712 19.046
13 H 6.700 11.979 20.474
14 H 3.489 13.675 19.140
15 H 2.308 15.050 21.246
16 H 5.530 12.892 22.839
17 H 4.301 14.441 24.315
18 H 2.635 13.785 24.076
19 H 2.912 15.457 23.639
20 C -0.452 20.119 10.533
21 C 0.278 20.230 11.823
22 O 1.430 20.532 11.934
23 N -0.658 20.064 13.031
24 H -1.348 20.802 13.034
25 H -1.126 19.169 13.023
26 C 0.091 20.106 14.408
27 H -0.989 21.045 10.328
28 H -1.176 19.309 10.625
29 H 0.220 20.020 9.681
30 H 0.844 19.324 14.311
31 H -0.679 19.855 15.137
32 H 0.582 21.069 14.550
33 C -8.934 15.250 20.358
34 C -7.730 14.621 20.913
35 O -7.673 14.056 21.998
36 N -6.575 14.415 20.010
37 H -6.750 13.445 19.791
38 H -6.639 14.835 19.093
39 C -5.245 14.672 20.778
40 H -9.721 15.331 21.108
41 H -9.327 14.728 19.485
42 H -8.647 16.269 20.103
43 H -4.470 14.432 20.051
44 H -5.121 14.042 21.660
45 H -5.264 15.750 20.940
46 C 0.017 17.368 18.736
47 C 1.197 17.388 19.731
48 O 2.421 17.122 19.449
49 N 0.772 17.577 21.190
50 H -0.107 18.070 21.128
51 H 0.671 16.677 21.638
52 C 1.724 18.561 21.946
53 H -0.798 17.991 19.103
54 H -0.353 16.344 18.679
55 H 0.280 17.585 17.701
56 H 1.487 19.555 21.567
57 H 2.755 18.249 21.776
58 H 1.367 18.655 22.972
59 C -1.408 22.545 27.040
60 C -0.504 22.867 25.894
61 C 0.818 21.960 25.904
62 N 1.905 22.396 24.869
63 C 1.613 21.947 23.419
64 C 3.356 21.873 25.229
65 C 4.282 23.023 24.959
66 C 3.553 24.128 24.249
67 C 2.152 23.968 24.761
68 H -1.725 21.502 27.042
69 H -2.380 23.037 27.015
70 H -0.850 22.770 27.948
71 H -0.344 23.945 25.921
72 H -1.132 22.525 25.072
73 H 0.718 20.885 25.756
74 H 1.305 21.917 26.878
75 H 2.395 22.265 22.729
76 H 0.690 22.452 23.135
77 H 1.455 20.869 23.420
78 H 3.648 20.973 24.687
79 H 3.288 21.645 26.293
80 H 5.108 22.684 24.334
81 H 4.740 23.363 25.888
82 H 3.631 24.011 23.168
83 H 3.877 25.149 24.448
84 H 1.384 24.419 24.132
85 H 2.193 24.447 25.739
86 C -5.176 14.130 11.895
87 C -5.722 14.020 13.350
88 C -5.035 12.762 14.084
89 N -5.371 12.537 15.556
90 C -6.911 12.398 15.673
91 C -4.929 13.723 16.492
92 C -3.654 13.192 17.198
93 C -3.909 11.721 17.443
94 C -4.709 11.327 16.210
95 H -5.737 14.954 11.454
96 H -5.504 13.247 11.346
97 H -4.109 14.354 11.899
98 H -6.768 13.745 13.217
99 H -5.771 14.964 13.893
100 H -3.972 12.803 13.846
101 H -5.501 11.890 13.624
102 H -7.505 13.214 15.260
103 H -7.117 12.317 16.740
104 H -7.247 11.412 15.355
105 H -5.773 13.818 17.175
106 H -4.788 14.694 16.018
107 H -3.494 13.774 18.106
108 H -2.800 13.274 16.527
109 H -4.483 11.659 18.368
110 H -3.026 11.100 17.593
111 H -5.502 10.602 16.393
112 H -4.185 10.800 15.413
113 C 2.002 24.510 20.390
114 C 1.713 25.646 19.289
115 C 1.857 25.100 17.834
116 N 0.537 24.640 17.155
117 C -0.176 23.461 17.893
118 C 0.922 24.045 15.794
119 C -0.276 24.129 14.902
120 C -0.852 25.514 15.212
121 C -0.390 25.782 16.686
122 H 1.108 23.899 20.264
123 H 2.076 24.980 21.370
124 H 2.916 23.940 20.225
125 H 2.440 26.402 19.585
126 H 0.718 26.086 19.359
127 H 2.521 24.237 17.784
128 H 2.362 25.827 17.199
129 H 0.601 22.718 18.076
130 H -0.914 23.079 17.188
131 H -0.579 23.830 18.836
132 H 1.398 23.064 15.805
133 H 1.686 24.740 15.444
134 H -1.027 23.340 14.920
135 H -0.037 24.086 13.839
136 H -1.931 25.630 15.103
137 H -0.311 26.307 14.695
138 H -1.212 25.848 17.400
139 H 0.175 26.712 16.746
140 C 5.598 16.791 19.197
141 C 6.864 16.568 20.082
142 C 7.916 15.835 19.168
143 N 9.194 15.388 19.977
144 C 9.921 16.714 20.476
145 C 10.302 14.618 19.180
146 C 10.877 13.649 20.162
147 C 9.686 13.163 20.922
148 C 8.884 14.442 21.145
149 H 5.033 15.882 18.988
150 H 5.893 17.136 18.206
151 H 4.901 17.528 19.597
152 H 6.629 16.048 21.011
153 H 7.261 17.480 20.528
154 H 8.255 16.247 18.218
155 H 7.517 14.842 18.962
156 H 10.944 16.439 20.732
157 H 9.401 17.026 21.381
158 H 9.987 17.471 19.694
159 H 11.019 15.189 18.589
160 H 9.769 14.087 18.391
161 H 11.677 14.119 20.734
162 H 11.414 12.905 19.573
163 H 10.030 12.811 21.895
164 H 9.070 12.405 20.437
165 H 8.893 15.065 22.039
166 H 7.830 14.175 21.231
167 C -2.216 20.192 17.891
168 C -3.203 21.332 17.539
169 C -4.750 21.019 17.755
170 N -5.615 22.278 18.173
171 C -5.625 23.343 17.032
172 C -5.190 23.047 19.457
173 C -6.446 23.725 19.899
174 C -7.630 22.917 19.311
175 C -7.023 21.753 18.426
176 H -1.259 20.458 17.443
177 H -2.611 19.288 17.430
178 H -1.978 19.952 18.928
179 H -3.200 21.690 16.510
180 H -2.982 22.182 18.185
181 H -4.877 20.433 18.665
182 H -5.278 20.655 16.874
183 H -5.690 22.856 16.059
184 H -4.726 23.954 16.949
185 H -6.588 23.852 17.081
186 H -4.452 23.834 19.305
187 H -4.837 22.270 20.136
188 H -6.363 24.645 19.320
189 H -6.445 24.120 20.915
190 H -8.392 23.531 18.829
191 H -8.188 22.339 20.048
192 H -7.618 21.609 17.524
193 H -6.990 20.883 19.083
194 C 2.302 15.977 16.217
195 C 3.414 15.191 15.539
196 C 2.807 13.989 14.776
197 N 3.886 12.923 14.371
198 C 3.206 12.025 13.348
199 C 4.276 11.998 15.600
200 C 5.792 12.115 15.638
201 C 6.233 12.567 14.228
202 C 5.156 13.517 13.665
203 H 1.601 16.458 15.535
204 H 2.785 16.798 16.747
205 H 1.685 15.369 16.879
206 H 4.172 14.871 16.254
207 H 3.896 15.810 14.781
208 H 2.293 14.401 13.907
209 H 2.102 13.476 15.430
210 H 3.046 12.442 12.354
211 H 2.196 11.859 13.722
212 H 3.767 11.092 13.283
213 H 3.926 10.974 15.473
214 H 3.791 12.381 16.497
215 H 6.259 11.241 16.092
216 H 6.052 12.896 16.353
217 H 6.230 11.727 13.534
218 H 7.229 13.008 14.273
219 H 4.947 13.510 12.596
220 H 5.401 14.532 13.977
221 N 2.249 19.002 27.185
222 S 3.031 18.041 26.255
223 O 3.102 18.406 24.840
224 O 3.200 16.647 26.698
225 F 4.467 18.694 26.638
226 S 0.852 18.185 26.639
227 O 0.426 16.872 27.182
228 O 0.510 18.423 25.243
229 F -0.151 19.250 27.364
230 N -7.219 15.682 17.603
231 S -8.465 16.067 16.832
232 O -8.330 16.473 15.469
233 O -9.563 16.664 17.597
234 F -9.128 14.624 16.693
235 S -6.760 17.300 17.778
236 O -7.302 18.052 18.928
237 O -6.281 18.025 16.620
238 F -5.384 16.870 18.492
239 N 0.199 15.106 22.462
240 S -0.690 14.733 23.589
241 O -0.108 13.679 24.445
242 O -2.129 15.052 23.555
243 F -0.207 15.953 24.552
244 S -0.518 13.924 21.478
245 O -1.870 14.083 20.937
246 O -0.016 12.530 21.452
247 F 0.332 14.403 20.263
248 N -1.479 19.138 21.635
249 S -2.883 18.824 21.906
250 O -3.710 18.774 20.710
251 O -3.508 19.160 23.167
252 F -2.518 17.266 22.064
253 S -1.691 20.774 21.694
254 O -1.389 21.270 23.034
255 O -2.818 21.400 20.949
256 F -0.371 21.244 20.865
257 N 6.993 21.700 22.665
258 S 5.826 21.192 21.865
259 O 4.800 20.490 22.611
260 O 6.136 20.800 20.511
261 F 5.046 22.593 21.714
262 S 7.530 20.237 23.282
263 O 7.957 19.198 22.354
264 O 7.027 19.861 24.578
265 F 8.956 20.810 23.735
266 N -1.542 17.621 13.144
267 S -2.119 17.101 14.450
268 O -1.203 16.649 15.494
269 O -3.424 16.441 14.216
270 F -2.477 18.568 15.086
271 S -0.857 16.042 12.860
272 O -1.466 14.824 13.294
273 O 0.559 16.176 12.972
274 F -1.019 15.916 11.269
275 N 6.890 14.536 23.753
276 S 7.880 13.974 24.713
277 O 7.499 13.905 26.115
278 O 9.302 14.044 24.345
279 F 7.399 12.566 24.131
280 S 6.952 16.080 24.491
281 O 8.184 16.752 24.861
282 O 5.822 16.410 25.310
283 F 6.629 16.847 23.088
284 N 1.324 10.997 16.330
285 S 0.077 10.853 15.444
286 O -0.302 12.000 14.658
287 O -1.025 9.952 15.871
288 F 0.794 9.920 14.322
289 S 0.441 11.783 17.521
290 O -0.493 11.051 18.417
291 O 0.044 13.152 17.205
292 F 1.653 11.960 18.510
293 N 3.019 21.647 17.180
294 S 3.046 20.295 17.808
295 O 3.352 20.147 19.248
296 O 3.359 19.137 16.987
297 F 1.438 20.124 17.887
298 S 4.653 21.979 17.460
299 O 5.644 21.026 17.114
300 O 5.017 22.905 18.493
301 F 4.812 22.891 16.154

Values from the calculation:
- total charge = +1
- HOMO energy (eV) = -9.481
- spin multiplicity = 1
- LUMO energy (Ha) = -0.122